a:
A cluster of 2 separate species, CH4FN2O in total. Source: the Open Molecules 2025 dataset; level of theory: ωB97M-V/def2-TZVPD.

```
9
Properties=species:S:1:pos:R:3
C 0.7934 -0.7109 -0.1280
N -1.3336 -0.2188 -0.0329
N 1.6182 0.1203 -0.6707
O -1.7938 -0.7207 -1.1222
F 1.2386 -1.6681 0.5559
H -1.2730 0.8292 -0.0957
H 1.1318 0.8271 -1.2206
H 2.7402 0.0758 -0.5978
H -2.0448 -1.7138 -0.8894
```

The charge is +1. The calculation puts the LUMO energy (alpha / beta) at -5.966 / -5.963 eV. The HOMO energy (alpha / beta) comes out at -15.17 / -15.17 eV.

Atom charges from the Mulliken analysis, given in e for atoms 1 to 2: 0.469, -0.179

---

b:
The ion CH4FN2O with charge +1. Source: the Open Molecules 2025 dataset; level of theory: ωB97M-V/def2-TZVPD.

```
9
Properties=species:S:1:pos:R:3
C 0.0062 -0.3798 0.0041
N 1.0291 0.6119 -0.0566
N 2.2102 0.2848 -0.0529
O 3.2358 0.8181 -0.0390
F 2.2291 -1.2428 0.1135
H 0.0207 -0.9745 -0.8572
H 0.2968 -1.2218 0.6016
H -0.9207 0.0530 0.1038
H 0.8159 1.6048 -0.0905
```

The charge is +1. The calculation puts the LUMO energy at -6.735 eV. The HOMO energy comes out at -17.81 eV. The structure (SMILES) is CN[N+](=O)F.

Atom charges from the Mulliken analysis, given in e for atoms 1 to 2: -0.655, -0.018

---

Preferred: a; penalty for the next structure: 0.932 eV.

---

a:
A cluster of 2 separate species, C7H17N2 in total. Source: the Open Molecules 2025 dataset; level of theory: ωB97M-V/def2-TZVPD.

```
26
Properties=species:S:1:pos:R:3
C -0.5672 -1.9001 -0.5285
C -1.2864 -0.8715 0.1585
C -2.7705 1.0379 0.4806
C 2.7153 -0.5735 -0.5014
C 1.5563 1.6800 -0.4449
C -2.6434 -0.3732 -0.1284
C 1.7080 0.2625 0.1707
N 1.5329 0.0691 1.4022
N -0.0033 -0.5260 -0.6253
H 0.1260 -2.5450 0.0752
H -0.9773 -2.2657 -1.5069
H -1.2233 -0.8023 1.2461
H -3.3167 1.1038 1.4041
H -3.3591 1.6885 -0.1764
H -1.8460 1.5245 0.7459
H 3.6859 -0.2379 -0.1849
H 2.7299 -1.6674 -0.2291
H 2.8893 -0.4628 -1.5754
H 1.6625 1.5735 -1.5720
H 2.5703 2.1414 0.0223
H 0.6485 2.3049 -0.0908
H -3.0922 -0.3115 -1.1429
H -3.2649 -1.0135 0.4716
H 1.0530 0.7840 1.9519
H 1.8024 -0.7337 1.8892
H -0.3300 0.1141 -1.3112
```

The charge is +1. The calculation puts the LUMO energy at -2.614 eV. The HOMO energy comes out at -14.11 eV.

Atom charges from the Mulliken analysis, given in e for atoms 1 to 2: -0.364, -0.181

---

b:
A cluster of 2 separate species, C7H17N2 in total. Source: the Open Molecules 2025 dataset; level of theory: ωB97M-V/def2-TZVPD.

```
26
Properties=species:S:1:pos:R:3
C 2.1393 0.0156 0.1085
C 2.9476 1.2285 -0.0978
C -2.8261 0.5628 -0.1658
C -0.6449 1.8625 -0.1098
C 0.1787 -1.9422 1.3406
C -0.3292 -1.6534 -1.2049
C -1.6327 1.0366 0.4513
N 0.9199 -0.1181 -0.2229
N -0.0286 -1.0393 0.0922
H 2.7829 -0.7437 0.7941
H 2.5034 2.1522 0.4439
H 4.0494 0.8643 0.1720
H 3.0263 1.5108 -1.2184
H -3.7745 1.0382 0.0506
H -2.7557 0.3552 -1.2004
H -3.0200 -0.4404 0.2898
H -0.1650 2.4806 0.6987
H -1.0940 2.3478 -0.9607
H 0.1291 1.3129 -0.7566
H -0.7253 -1.7440 1.9732
H 0.0866 -2.9671 1.0022
H 1.0906 -1.7365 1.9150
H -0.7811 -0.9374 -1.8608
H 0.5518 -1.9943 -1.7773
H -0.9330 -2.5223 -1.3087
H -1.6959 1.0708 1.5519
```

The charge is +1. The calculation puts the LUMO energy (alpha / beta) at -4.736 / -4.735 eV. The HOMO energy (alpha / beta) comes out at -12.68 / -12.68 eV.

Atom charges from the Mulliken analysis, given in e for atoms 1 to 2: 0.181, -0.957

---

c:
The ion C7H17N2 with charge +1. Source: the Open Molecules 2025 dataset; level of theory: ωB97M-V/def2-TZVPD.

```
26
Properties=species:S:1:pos:R:3
C -0.9124 1.7885 0.7236
N -0.3803 0.4901 0.7019
C -0.9302 -0.6160 -0.1878
C -1.8314 -1.5143 0.6109
C -1.6469 -0.0293 -1.4499
N 0.4613 -1.1933 -0.3672
C 1.4552 -0.3303 -0.1365
C 2.6295 -0.6477 0.7599
C 1.5651 0.8641 -1.0324
H -0.3615 2.5152 1.2742
H -0.8573 2.3150 -0.1702
H -1.9559 1.7637 1.2584
H -0.3381 0.1834 1.6629
H -1.1273 -2.1435 1.2585
H -2.4659 -1.9552 -0.0806
H -2.4828 -0.8955 1.2671
H -1.8752 -0.9297 -1.9613
H -1.0323 0.7521 -2.1054
H -2.4493 0.3800 -0.9640
H 0.7499 -2.1613 -0.3260
H 2.3402 -1.4536 1.4524
H 2.9378 0.0414 1.5212
H 3.4590 -0.7483 0.2220
H 2.6327 0.7833 -1.3939
H 1.5332 1.9171 -0.7300
H 0.8828 0.8238 -1.8077
```

The charge is +1. The calculation puts the LUMO energy at -4.103 eV. The HOMO energy comes out at -13.11 eV. The structure (SMILES) is CNC(C)(C)[NH+]=C(C)C.

Atom charges from the Mulliken analysis, given in e for atoms 1 to 2: -1.195, -0.162

---

Preferred: a; penalty for the next structure: 0.932 eV.

---

a:
The molecule C22H17NO4. Source: the Open Molecules 2025 dataset; level of theory: ωB97M-V/def2-TZVPD.

```
44
Properties=species:S:1:pos:R:3
C -0.1700 -3.7118 -0.2863
C -0.4970 -2.2516 -0.5602
N -1.2598 -1.7051 0.3404
C -1.8508 -0.4433 0.1916
C -2.8506 -0.1296 1.1896
C -2.8804 1.0914 1.8726
C -3.7731 1.3340 2.8495
C -4.7672 0.3796 3.1951
C -4.7815 -0.8525 2.5474
C -3.8247 -1.1013 1.5302
C -1.4384 0.3973 -0.8500
C -2.0793 1.7209 -1.1374
O -1.3725 2.6990 -1.3899
O -3.4140 1.7794 -1.2028
C -0.2468 -0.0348 -1.7252
C 0.9907 0.4776 -1.1594
C 2.0670 0.8230 -0.7139
C 3.3371 1.2812 -0.2335
C 4.1904 0.4884 0.5977
C 5.3726 1.0183 1.1105
C 5.7877 2.3090 0.7312
C 5.0052 3.0934 -0.1434
C 3.8123 2.5512 -0.6448
C -0.3355 -1.5784 -1.8885
C 0.8062 -2.1046 -2.7646
O 0.6477 -2.1229 -3.9691
O 1.9129 -2.6163 -2.1738
H -0.1716 -4.3044 -1.2167
H -0.9156 -4.1194 0.3872
H 0.8033 -3.7623 0.2226
H -2.1006 1.8255 1.6112
H -3.7345 2.3458 3.3019
H -5.4761 0.6532 3.9776
H -5.5887 -1.5642 2.8037
H -3.7822 -2.0803 1.0797
H -3.6277 2.7427 -1.3363
H -0.2984 0.3708 -2.7358
H 3.9500 -0.5215 0.9386
H 6.0005 0.3756 1.7081
H 6.7306 2.7073 1.1381
H 5.3091 4.0989 -0.4329
H 3.2764 3.0883 -1.4133
H -1.2580 -1.8155 -2.4131
H 2.4952 -2.8320 -2.9337
```

The charge is 0. The calculation puts the LUMO energy at -0.372 eV. The HOMO energy comes out at -8.47 eV. The structure (SMILES) is CC1=NC(c2ccccc2)=C(C(=O)O)[C@@H](C#Cc2ccccc2)[C@H]1C(=O)O.

Atom charges from the Mulliken analysis, given in e for atoms 1 to 2: -1.446, 0.431

---

b:
The molecule C22H17NO4. Source: the Open Molecules 2025 dataset; level of theory: ωB97M-V/def2-TZVPD.

```
44
Properties=species:S:1:pos:R:3
C 3.0496 -0.2870 2.9331
C 1.9555 0.1895 2.0167
N 1.1807 1.1764 2.4443
C 0.0121 1.4662 1.7218
C -1.0593 2.0701 2.4462
C -2.1004 1.1943 2.8622
C -3.0967 1.6975 3.7010
C -2.9456 2.9621 4.2359
C -1.8063 3.7208 3.9456
C -0.8168 3.2445 3.1536
C -0.1364 1.1284 0.3063
C -1.3585 1.4686 -0.3726
O -1.3929 2.5170 -0.9182
O -2.5187 0.8379 -0.0957
C 1.0092 0.4638 -0.2358
C 0.7798 -0.2454 -1.5517
C 0.6440 -0.8709 -2.6084
C 0.5081 -1.5845 -3.8201
C 1.7465 -2.0301 -4.3184
C 1.7166 -2.6262 -5.5638
C 0.4597 -2.9407 -6.1206
C -0.7248 -2.5063 -5.5832
C -0.7250 -1.8160 -4.4349
C 1.5946 -0.5803 0.7319
C 0.6077 -1.7163 0.9757
O -0.5966 -1.6533 1.0996
O 1.3941 -2.9496 0.9935
H 2.6778 -0.8930 3.7338
H 3.7739 -0.8932 2.4220
H 3.6154 0.5489 3.3563
H -2.4529 0.1996 2.3931
H -3.9824 1.0887 3.9452
H -3.7000 3.3211 4.9425
H -1.6158 4.7305 4.4631
H 0.1006 3.7795 3.2056
H -3.0981 1.5930 -0.2273
H 1.7287 1.2204 -0.4604
H 2.6648 -1.8215 -3.9440
H 2.5295 -2.8084 -6.1419
H 0.4793 -3.6372 -6.9776
H -1.7190 -2.6662 -6.1342
H -1.6674 -1.4901 -4.0253
H 2.5295 -0.9349 0.3488
H 0.7560 -3.6680 1.1563
```

The charge is 0. The calculation puts the LUMO energy at -0.122 eV. The HOMO energy comes out at -8.12 eV. The structure (SMILES) is CC1=NC(c2ccccc2)=C(C(=O)O)[C@H](C#Cc2ccccc2)[C@@H]1C(=O)O.

Atom charges from the Mulliken analysis, given in e for atoms 1 to 2: -1.473, 0.274

---

Preferred: a; penalty for the next structure: 2.368 eV.

---

a:
A structure of composition C31H49F3FeN8OPS2Si. Source: the Open Molecules 2025 dataset; level of theory: ωB97M-V/def2-TZVPD.

```
97
Properties=species:S:1:pos:R:3
Fe 6.9321 -15.9512 -7.7606
C 12.2867 -19.0778 -8.9509
C 11.2836 -18.3597 -9.9596
N 10.7636 -17.1016 -9.5465
C 9.6453 -17.0033 -8.8006
S 9.1240 -15.4435 -8.3281
N 9.0764 -18.1291 -8.4354
N 7.9838 -17.8633 -7.7016
C 7.6311 -18.8005 -6.8794
C 8.3551 -20.0749 -6.6642
C 6.4492 -18.3680 -6.0510
C 5.8744 -19.2531 -5.1277
C 4.9042 -18.7142 -4.2766
C 4.7127 -17.3233 -4.2985
C 5.2808 -16.5439 -5.2823
N 6.0917 -17.0892 -6.1486
H 13.0266 -19.7651 -9.4291
H 11.6801 -19.7113 -8.2995
H 12.7765 -18.3040 -8.3697
H 10.4927 -19.0144 -10.2302
H 11.9432 -18.2678 -10.8503
H 11.1730 -16.2696 -9.8711
H 8.7372 -20.0585 -5.6054
H 9.2025 -20.1248 -7.3628
H 7.6973 -20.9589 -6.7495
H 6.1883 -20.2976 -5.0058
H 4.4904 -19.3696 -3.4675
H 3.9274 -16.8349 -3.6253
H 5.0425 -15.5055 -5.3905
C 3.2166 -9.8052 -6.3217
Si 4.7693 -10.8732 -6.1873
C 5.1757 -11.2385 -4.4408
C 6.1080 -9.7533 -6.8540
C 4.3609 -12.5112 -7.2225
C 3.1191 -12.6290 -7.7227
C 2.7492 -13.7951 -8.4605
C 3.5901 -14.8007 -8.6649
N 4.8567 -14.7087 -8.1612
C 5.2336 -13.6171 -7.4619
S 6.8337 -13.6850 -6.8489
H 3.2398 -8.8380 -5.7447
H 2.2901 -10.2868 -6.0102
H 2.9573 -9.4606 -7.3398
H 5.3242 -10.2809 -3.9013
H 6.1490 -11.7722 -4.4169
H 4.4485 -11.7071 -3.8312
H 7.1101 -10.0178 -6.6462
H 5.8557 -8.7507 -6.6450
H 6.1188 -9.8066 -7.9726
H 2.3495 -11.8751 -7.5582
H 1.7180 -13.8654 -8.7917
H 3.2404 -15.6311 -9.2706
F 7.2695 -17.3319 -10.2080
C 6.3395 -16.4920 -9.6024
F 5.1372 -17.1093 -9.7350
F 6.3435 -15.4144 -10.4494
O 5.4715 -19.9599 -8.2566
P 4.9007 -20.7724 -9.3613
N 6.1569 -21.1667 -10.3918
C 7.4116 -20.3085 -10.7106
C 8.0879 -20.9773 -11.9263
C 6.9448 -21.7703 -12.6051
C 6.0675 -22.1948 -11.4600
N 3.7044 -20.0511 -10.2438
C 2.4642 -19.6459 -9.5108
C 1.7060 -18.8278 -10.5418
C 2.8131 -18.1988 -11.3375
C 3.8663 -19.2460 -11.4282
N 4.1494 -22.1584 -8.8285
C 3.3893 -23.1755 -9.6738
C 2.8224 -24.0495 -8.6053
C 3.8866 -24.2030 -7.5540
C 4.6531 -22.8525 -7.6301
H 8.1036 -20.3071 -9.8489
H 7.1561 -19.2926 -10.8961
H 8.8147 -21.6796 -11.5999
H 8.4873 -20.2793 -12.6140
H 7.2678 -22.6622 -13.1660
H 6.4068 -21.1595 -13.2900
H 6.4092 -23.1682 -11.0853
H 5.0499 -22.4576 -11.7412
H 2.7320 -19.1570 -8.5485
H 2.0215 -20.5715 -9.2014
H 1.0179 -18.0744 -10.2546
H 1.1729 -19.4921 -11.1879
H 3.2616 -17.3326 -10.8251
H 2.4515 -17.9212 -12.3462
H 4.8629 -18.8002 -11.5339
H 3.7247 -19.8033 -12.3616
H 4.0909 -23.6656 -10.2862
H 2.6632 -22.6396 -10.2827
H 2.5306 -25.0136 -9.0072
H 1.9541 -23.5310 -8.2208
H 4.5861 -25.0876 -7.6944
H 3.3255 -24.3491 -6.6384
H 5.7186 -22.9868 -7.6024
H 4.3292 -22.2522 -6.7168
```

As for the expectation value of S²: 8.765. The charge is 0. Its spin multiplicity is 6. The calculation puts the LUMO energy (alpha / beta) at 0.044 / -0.578 eV. The HOMO energy (alpha / beta) comes out at -7.56 / -7.58 eV.

Atom charges from the Mulliken analysis, given in e for atoms 1 to 2: -0.261, -1.050

---

b:
A structure of composition C31H49F3FeN8OPS2Si. Source: the Open Molecules 2025 dataset; level of theory: ωB97M-V/def2-TZVPD.

```
97
Properties=species:S:1:pos:R:3
Fe 12.3091 -16.2603 5.4434
C 8.4343 -19.5789 9.8893
C 9.8158 -19.3058 9.2864
N 9.6901 -18.7311 7.9569
C 10.3196 -17.6819 7.4611
S 9.9745 -17.2426 5.7619
N 11.1697 -16.9882 8.1966
N 11.7213 -15.9380 7.5009
C 12.2238 -14.9567 8.1687
C 12.3092 -14.9800 9.6709
C 12.8087 -13.8769 7.3902
C 13.2709 -12.6201 7.9016
C 13.5042 -11.6233 7.0522
C 13.2853 -11.8297 5.6640
C 12.9321 -13.0938 5.2194
N 12.6529 -14.0738 6.0507
H 8.5428 -19.9853 10.9406
H 7.8700 -20.2687 9.3019
H 7.9302 -18.6564 9.8883
H 10.5242 -20.1116 9.1785
H 10.4257 -18.5638 9.8435
H 9.3478 -19.3563 7.2686
H 12.3300 -16.0396 9.8907
H 11.4416 -14.5958 10.1635
H 13.1351 -14.4069 9.9971
H 13.4262 -12.4115 8.9284
H 13.8337 -10.6672 7.4230
H 13.4444 -11.0194 4.9384
H 12.9647 -13.3468 4.1542
C 13.2236 -21.9659 6.2763
Si 14.5916 -21.3861 5.1375
C 14.8728 -22.8423 3.8143
C 16.1406 -20.9860 6.1509
C 14.1954 -19.8541 4.1952
C 14.7057 -19.6693 2.9395
C 14.4222 -18.5632 2.1595
C 13.5502 -17.6580 2.7178
N 13.0355 -17.7252 3.9701
C 13.4749 -18.6959 4.7220
S 13.0855 -18.4857 6.3889
H 12.3338 -22.3779 5.7403
H 12.9380 -21.0475 6.8804
H 13.5480 -22.8216 6.8903
H 14.4984 -23.7300 4.2824
H 15.8710 -23.0881 3.5750
H 14.3550 -22.6857 2.9025
H 15.9516 -20.3912 7.0635
H 16.8940 -20.6518 5.4193
H 16.5982 -21.9220 6.5708
H 15.3392 -20.4497 2.5408
H 14.9117 -18.3833 1.1926
H 13.1831 -16.7632 2.1814
F 15.0832 -15.4477 6.8405
C 14.6082 -15.8350 5.6163
F 15.3751 -16.8202 5.1578
F 15.1636 -14.7960 4.7733
O 11.5677 -15.3166 3.7400
P 10.3665 -14.8733 2.9265
N 9.0999 -14.3358 3.8510
C 9.4478 -13.8256 5.1844
C 8.1665 -13.8336 5.9576
C 7.0650 -13.7734 4.8665
C 7.6503 -14.6135 3.7038
N 10.7494 -13.6457 1.9370
C 11.9572 -13.7946 1.1679
C 12.6640 -12.4236 1.1107
C 11.7465 -11.4621 1.8991
C 10.4357 -12.2444 2.0417
N 10.0089 -16.0316 1.9135
C 10.0497 -17.4555 2.2303
C 10.4007 -18.1332 0.9178
C 9.7257 -17.2823 -0.1888
C 9.5599 -15.8386 0.4625
H 9.9215 -12.7788 5.1555
H 10.2170 -14.4596 5.6177
H 8.1810 -13.0528 6.7112
H 8.0905 -14.8130 6.4686
H 6.7802 -12.7391 4.5979
H 6.0600 -14.3211 5.0463
H 7.3365 -14.2165 2.7280
H 7.3843 -15.6753 3.8735
H 11.6349 -14.0247 0.1047
H 12.5269 -14.6084 1.6224
H 12.7625 -12.0061 0.0981
H 13.6961 -12.3898 1.5100
H 11.6067 -10.5027 1.4045
H 12.1384 -11.2251 2.8976
H 9.7765 -11.8232 1.2260
H 9.8501 -12.0336 2.9885
H 9.1031 -17.8157 2.5927
H 10.6844 -17.6157 3.0390
H 10.1269 -19.2144 0.8925
H 11.4713 -17.9725 0.7643
H 8.7117 -17.6495 -0.4754
H 10.3073 -17.2012 -1.1218
H 8.5330 -15.4514 0.4295
H 10.1248 -14.9998 0.0788
```

As for the expectation value of S²: 8.763. The charge is 0. Its spin multiplicity is 6. The calculation puts the LUMO energy (alpha / beta) at -0.163 / -0.468 eV. The HOMO energy (alpha / beta) comes out at -7.15 / -7.00 eV.

Atom charges from the Mulliken analysis, given in e for atoms 1 to 2: 1.350, -1.146

---

Preferred: a; penalty for the next structure: 0.190 eV.